[1]
Entry from OMol25: a 7-piece molecular cluster, C19H44N7O14 overall (ωB97M-V/def2-TZVPD).

Output
HOMO (spin up / spin down) (eV): -9.1 / -10.2
Spin multiplicity: 2
Energy (hartree): -2186.12993

The geometry in XYZ format:
```
84
C19H44N7O14 | OMol25 | ωB97M-V/def2-TZVPD
C 3.9643 -0.3615 3.9709
C 4.4085 -0.7397 2.4425
C 4.1843 0.4296 1.3247
C 5.1781 1.6798 1.6917
C 2.6187 0.8468 1.0379
O 2.6426 1.5295 -0.3016
C 2.1630 1.9981 2.1052
C 0.5808 2.0181 2.5057
C 0.4015 1.6531 4.1264
C 0.1123 3.6231 2.4062
N -0.3512 1.2720 1.5984
O -1.6498 1.4236 1.9108
C 0.0398 -0.1409 1.2964
C -0.9480 -0.6219 0.0332
C -0.3178 -1.2303 2.5141
C 1.5861 -0.4086 0.8595
H 4.4335 -1.0255 4.8123
H 4.2181 0.7759 4.1966
H 2.7937 -0.5114 4.0355
H 3.9182 -1.7827 2.1807
H 5.5834 -0.9529 2.4748
H 4.5910 -0.0140 0.2931
H 5.3062 2.3407 0.7267
H 4.8803 2.2996 2.6371
H 6.2636 1.2405 1.9193
H 3.2890 2.3065 -0.2709
H 2.4171 3.0461 1.5941
H 2.7757 2.0064 3.1195
H 1.2264 0.9240 4.5258
H 0.4658 2.6609 4.7364
H -0.6623 1.1626 4.3415
H -0.1807 3.7904 1.2857
H -0.8437 3.8054 3.0903
H 0.9990 4.3299 2.7530
H -0.4355 -1.3923 -0.6813
H -1.2910 0.3794 -0.5048
H -1.9023 -1.1723 0.4926
H -0.2630 -2.3183 2.0508
H -1.3620 -1.0175 3.0178
H 0.5768 -1.1635 3.3016
H 1.9236 -1.4108 1.3895
H 1.5833 -0.6687 -0.3056
C -4.4559 -1.9600 2.1576
N -3.8771 -3.3185 1.9756
O -3.2222 -3.5216 0.9466
O -4.0966 -4.1428 2.8708
H -4.1847 -1.3425 1.2987
H -5.5400 -2.0703 2.2263
H -4.0395 -1.5450 3.0778
C -1.7936 -6.4120 1.4770
N -1.2149 -7.7706 1.2950
O -0.5599 -7.9737 0.2660
O -1.4344 -8.5948 2.1902
H -1.5225 -5.7945 0.6181
H -2.8778 -6.5223 1.5457
H -1.3773 -5.9971 2.3971
C -0.1945 4.6644 -2.0820
N 0.1554 6.0910 -1.8451
O -0.2113 6.9123 -2.6937
O 0.7883 6.3463 -0.8140
H -0.7473 4.5874 -3.0206
H 0.7392 4.1010 -2.1371
H -0.8101 4.3325 -1.2435
C 1.1169 9.0509 -4.1510
N 1.2176 9.6750 -5.4979
O 2.0178 10.6083 -5.6309
O 0.4905 9.2104 -6.3836
H 1.8090 9.5568 -3.4746
H 0.0868 9.1702 -3.8088
H 1.3812 7.9967 -4.2557
C -2.0650 -3.8131 -2.8618
N -2.9178 -2.6569 -3.2489
O -2.9703 -1.7039 -2.4627
O -3.5105 -2.7386 -4.3310
H -1.6070 -3.6054 -1.8925
H -2.7094 -4.6927 -2.8033
H -1.3005 -3.9311 -3.6324
C -4.0381 -5.7932 -6.5215
N -3.1330 -6.5290 -5.5978
O -3.0947 -7.7604 -5.7043
O -2.4865 -5.8498 -4.7918
H -4.5407 -6.5127 -7.1712
H -4.7639 -5.2527 -5.9104
H -3.4235 -5.1074 -7.1082
```


[2]
Entry from OMol25: C19H16Br3N4O9 as an isolated structure (ωB97M-V/def2-TZVPD).

Output
Relative energy (zero: lowest compared OMol25 entry of this formula, charge and spin) (eV): 1.446
Charge: -1
HOMO (eV): -4.8
Energy (hartree): -9351.46015

The geometry in XYZ format:
```
51
C19H16Br3N4O9 | OMol25 | ωB97M-V/def2-TZVPD
N -0.5695 1.7893 -0.4310
O -0.3873 2.9004 -0.8990
O -0.3416 1.5892 0.7042
O -1.1065 1.0112 -1.1645
C 2.8315 7.0112 -0.3995
C 2.0781 5.8643 -0.1635
C 2.5870 4.6382 -0.4973
C 3.9554 4.4751 -0.6041
C 4.7577 5.6457 -0.5686
C 4.2200 6.9283 -0.6087
N 4.6124 3.1794 -0.7098
O 5.8102 3.1417 -0.6726
O 3.8805 2.2607 -0.9902
H 2.2967 7.9250 -0.1869
H 1.0259 5.9443 0.0667
H 1.8919 3.8120 -0.5205
H 5.7996 5.5937 -0.8483
H 4.7128 7.8311 -0.9380
C 1.5660 -1.9456 0.2900
C 1.3441 -1.2541 1.4598
C 1.5206 -1.8587 2.6973
C 1.9182 -3.1776 2.7326
C 2.2235 -3.8626 1.5427
C 2.1490 -3.2011 0.3239
N 1.9058 -3.8672 4.0407
O 1.5260 -3.2797 5.0843
O 2.4065 -4.9562 4.1126
H 1.3415 -1.4283 -0.6311
H 0.9343 -0.2767 1.2522
H 1.3107 -1.3867 3.6458
H 2.4490 -4.9188 1.5375
H 2.3387 -3.7360 -0.5950
C -3.8893 -4.6682 -2.5914
C -2.8011 -3.7551 -2.3605
C -3.1340 -2.4069 -2.1459
C -4.4220 -1.8672 -2.2065
C -5.4308 -2.7559 -2.4753
C -5.1579 -4.1381 -2.7297
N -4.7394 -0.4666 -1.9222
O -3.8558 0.3767 -1.9260
O -5.8816 -0.2127 -1.6402
H -3.5672 -5.6927 -2.7061
H -1.8179 -4.0863 -2.0605
H -2.3263 -1.7021 -2.0142
H -6.4857 -2.5445 -2.5696
H -5.9733 -4.7937 -2.9971
C -2.6155 -0.5874 2.7747
Br -1.7756 -1.0893 4.5566
Br -4.5662 -0.3641 3.1016
Br -2.4033 -1.9750 1.4124
H -2.1462 0.3372 2.4385
```


[3]
Entry from OMol25: C36H36BaN3O3P2 as an isolated structure (ωB97M-V/def2-TZVPD).

Output
Relative energy (zero: lowest compared OMol25 entry of this formula, charge and spin) (eV): 1.105
Charge: +1
HOMO (eV): -10.6
Energy (hartree): -2491.53813

The geometry in XYZ format:
```
81
C36H36BaN3O3P2 | OMol25 | ωB97M-V/def2-TZVPD
Ba -0.1411 0.2301 0.8725
O -1.5403 1.0819 -0.6886
C -1.6440 1.9305 0.2281
O -0.6709 2.5725 0.6664
C -2.8848 1.8623 1.0733
C -3.9562 2.7342 1.0465
C -5.0041 2.5033 1.9236
C -4.9291 1.4241 2.7918
C -3.8114 0.6085 2.7432
N -2.8015 0.8127 1.8977
H -3.9604 3.5667 0.3563
H -5.8696 3.1520 1.9296
H -5.7200 1.2160 3.4982
H -3.7168 -0.2489 3.3993
N 3.0348 -0.4035 1.9897
P 1.7855 -1.5905 2.1364
C 2.2218 -2.2804 3.7734
C 3.5301 -2.7051 4.0060
C 3.9027 -3.1428 5.2646
C 2.9687 -3.1690 6.2952
C 1.6639 -2.7670 6.0628
C 1.2905 -2.3200 4.8019
C 2.3135 -2.9407 1.0350
C 3.2085 -2.8135 -0.0206
C 3.4460 -3.8861 -0.8695
C 2.7846 -5.0879 -0.6754
C 1.8903 -5.2253 0.3785
C 1.6541 -4.1574 1.2263
P 2.3552 1.1994 2.0694
C 1.9614 1.2814 3.8499
C 2.8537 0.8810 4.8419
C 2.4815 0.9433 6.1732
C 1.2181 1.4037 6.5266
C 0.3282 1.8151 5.5456
C 0.7007 1.7554 4.2095
C 3.8684 2.1993 1.9131
C 3.7062 3.5364 1.5510
C 4.8145 4.3519 1.3902
C 6.0897 3.8328 1.5668
C 6.2555 2.4990 1.9113
C 5.1490 1.6807 2.0861
H 3.4836 -0.4823 1.0779
H 4.2507 -2.6827 3.1970
H 4.9199 -3.4680 5.4426
H 3.2662 -3.5026 7.2810
H 0.9359 -2.7922 6.8636
H 0.2746 -1.9864 4.6194
H 3.7369 -1.8839 -0.1902
H 4.1504 -3.7831 -1.6852
H 2.9648 -5.9210 -1.3420
H 1.3804 -6.1657 0.5408
H 0.9649 -4.2636 2.0577
H 3.8360 0.5150 4.5670
H 3.1780 0.6261 6.9387
H 0.9329 1.4495 7.5695
H -0.6493 2.1913 5.8186
H 0.0143 2.1088 3.4431
H 2.7069 3.9292 1.3967
H 4.6874 5.3918 1.1183
H 6.9550 4.4690 1.4349
H 7.2508 2.0950 2.0451
H 5.2821 0.6434 2.3672
O 1.6447 -0.0369 -0.6706
C 1.8852 0.6318 -1.7040
C 3.0139 0.2505 -2.6254
C 2.4997 -0.3354 -3.9535
C 2.0331 0.7161 -4.9611
C 0.8768 1.5917 -4.4797
C 1.2365 2.4467 -3.2615
N 1.1569 1.6966 -2.0116
H 3.6154 -0.4928 -2.1068
H 3.6452 1.1208 -2.8216
H 1.6931 -1.0441 -3.7455
H 3.3150 -0.9015 -4.4057
H 1.7286 0.2090 -5.8783
H 2.8793 1.3602 -5.2197
H 0.0146 0.9709 -4.2213
H 0.5696 2.2513 -5.2932
H 0.5470 3.2825 -3.1694
H 2.2415 2.8590 -3.3742
H 0.3433 1.8562 -1.4240
```


[4]
Entry from OMol25: C27H51I2N4O2PSSn as an isolated structure (ωB97M-V/def2-TZVPD).

Output
Relative energy (zero: lowest compared OMol25 entry of this formula, charge and spin) (eV): 0.107
Charge: -2
HOMO (eV): -0.8
Energy (hartree): -2978.22422

The geometry in XYZ format:
```
89
C27H51I2N4O2PSSn | OMol25 | ωB97M-V/def2-TZVPD
Sn -2.1005 -2.8857 0.0012
I -4.0972 0.2834 -0.4565
C -4.0202 -1.8599 -0.2256
I -4.0333 -5.0675 0.7904
H -4.4064 -2.2299 -1.1735
H -4.7154 -2.1136 0.5684
O -0.5701 0.1155 0.1205
P 0.0841 1.4020 -0.2461
C 1.7588 1.0002 -0.8783
C 2.3238 -0.2466 -0.1650
C 3.1635 0.0885 1.0606
C 4.3022 1.0279 0.6748
C 3.7358 2.3278 0.1142
C 2.8153 2.0977 -1.0915
C -0.9234 2.1417 -1.5977
C -0.7376 3.5671 -2.1523
C 0.1679 3.6627 -3.3828
C -0.2788 2.6886 -4.4676
C -0.2207 1.2628 -3.9308
C -1.1322 1.0893 -2.7168
C 0.0450 2.4928 1.2380
C 0.6688 3.9080 1.2284
C 0.0219 4.7878 2.2981
C -1.4510 5.0622 1.9711
C -2.1184 3.8362 1.3222
C -1.4267 2.5389 1.7344
H 1.4374 0.6346 -1.8579
H 2.9595 -0.7835 -0.8789
H 1.4951 -0.9132 0.0848
H 3.5503 -0.8323 1.5014
H 2.5387 0.5658 1.8248
H 4.9239 0.5398 -0.0861
H 4.9486 1.2406 1.5317
H 4.5415 3.0086 -0.1767
H 3.1809 2.8190 0.9137
H 3.4429 1.7994 -1.9395
H 2.3443 3.0439 -1.3713
H -1.8690 2.1268 -1.0424
H -0.3868 4.2527 -1.3824
H -1.7300 3.9293 -2.4483
H 1.2020 3.4300 -3.1116
H 0.1595 4.6915 -3.7564
H 0.3431 2.7974 -5.3611
H -1.3108 2.9225 -4.7574
H 0.8192 1.0312 -3.6783
H -0.5207 0.5452 -4.6969
H -1.0430 0.0828 -2.2982
H -2.1694 1.1713 -3.0566
H 0.6092 1.8743 1.9448
H 0.5581 4.3992 0.2604
H 1.7376 3.8507 1.4201
H 0.5698 5.7293 2.3947
H 0.1019 4.2778 3.2630
H -1.5175 5.9212 1.2961
H -1.9812 5.3408 2.8858
H -2.0886 3.9331 0.2338
H -3.1750 3.7856 1.5927
H -1.9758 1.6749 1.3601
H -1.4427 2.4506 2.8246
C 2.3133 -5.6451 -0.8464
N 1.1354 -4.8569 -1.1085
C 0.8670 -4.4274 -2.4756
C -0.6940 -4.3423 -2.5526
O -1.2415 -4.7510 -3.6032
N -1.1396 -4.8933 -1.2184
C -0.0863 -5.1829 -0.5404
N -0.1074 -5.7407 0.7284
H 2.4551 -6.4224 -1.6127
H 2.2234 -6.1318 0.1226
H 3.2070 -5.0140 -0.8384
H 1.1906 -5.1956 -3.1896
H 1.3494 -3.4782 -2.7059
H 0.3336 -5.0707 1.3579
H -1.0804 -5.7879 1.0228
C -1.8273 -3.5841 3.6931
C -1.1474 -2.5051 2.8244
C 0.2054 -2.1575 3.4738
C -2.0182 -1.2387 2.8679
N -0.8446 -2.9817 1.4882
H -1.9413 -3.2644 4.7404
H -1.2342 -4.5025 3.6653
H -2.8151 -3.8203 3.2909
H 0.0915 -1.8372 4.5195
H 0.6818 -1.3568 2.9002
H 0.8597 -3.0336 3.4419
H -2.0840 -0.8096 3.8798
H -3.0397 -1.4680 2.5383
H -1.5994 -0.5032 2.1808
S -1.1211 -2.3154 -2.1144
```


[5]
Entry from OMol25: a 2-piece molecular cluster, C4H10N2 overall (ωB97M-V/def2-TZVPD).

Output
Relative energy (zero: lowest compared OMol25 entry of this formula, charge and spin) (eV): 1.379
HOMO (spin up / spin down) (eV): -5.5 / -9.4
Spin multiplicity: 3
Energy (hartree): -267.66575

The geometry in XYZ format:
```
16
C4H10N2 | OMol25 | ωB97M-V/def2-TZVPD
C 1.1725 -1.2329 0.3714
C 0.9866 0.0214 0.1523
C 1.7125 1.1930 -0.1236
C -1.6646 -0.2541 -1.0867
N -1.5960 0.3592 1.1782
N -1.0682 0.5379 -0.0949
H 0.4381 -2.0579 0.4783
H 2.1889 -1.5772 0.4427
H 1.5009 2.0822 0.5627
H 1.6559 1.4419 -1.1456
H 2.8306 0.8855 0.0309
H -1.8449 -1.3984 -0.7936
H -2.6543 0.0878 -1.5123
H -0.9624 -0.2833 -1.8253
H -1.6936 -0.6284 1.5880
H -1.0020 0.8233 1.7776
```


[6]
Entry from OMol25: an isolated molecule of C3H5NS (ωB97M-V/def2-TZVPD).

Output
Relative energy (zero: lowest compared OMol25 entry of this formula, charge and spin) (eV): 4.283
HOMO (eV): -8.4
Energy (hartree): -570.07717

The geometry in XYZ format:
```
10
C3H5NS | OMol25 | ωB97M-V/def2-TZVPD
C -0.6908 0.7075 -0.4161
C -0.6836 -0.0689 0.6412
C -0.7134 -1.0574 1.5010
N 1.7393 0.9039 -0.6539
S 0.5926 0.9605 -1.6348
H -1.6283 0.9933 -0.7763
H -0.9126 -2.0712 1.0226
H -0.5449 -1.0113 2.6230
H 2.5879 1.2264 -1.0696
H 0.4827 -0.3871 -2.1514
```


[7]
Entry from OMol25: an isolated ion of composition C3H8N2O2 and charge +1 (ωB97M-V/def2-TZVPD).

Output
Relative energy (zero: lowest compared OMol25 entry of this formula, charge and spin) (eV): 0.955
Charge: +1
HOMO (spin up / spin down) (eV): -15.5 / -15.4
Spin multiplicity: 2
Energy (hartree): -378.77960

The geometry in XYZ format:
```
15
C3H8N2O2 | OMol25 | ωB97M-V/def2-TZVPD
C 0.6674 0.2932 -0.5683
C -0.3227 1.4981 -0.6275
O -0.5776 1.6012 -1.9983
N 0.8043 -0.1597 0.7617
C 0.1412 -1.2735 1.4589
N -0.3802 -2.2143 0.6560
O 0.2186 -1.2521 2.6522
H 1.6571 0.6575 -0.8772
H 0.3707 -0.5033 -1.2392
H 0.1764 2.3944 -0.2480
H -1.2156 1.2741 -0.0407
H -1.3252 2.1817 -2.1760
H 1.0378 0.5780 1.4365
H -0.5557 -2.0243 -0.3143
H -0.6965 -3.0509 1.1242
```


[8]
Entry from OMol25: an isolated ion of composition C4H9N2O2 and charge -1 (ωB97M-V/def2-TZVPD).

Output
Relative energy (zero: lowest compared OMol25 entry of this formula, charge and spin) (eV): 1.546
Charge: -1
HOMO (eV): -2.7
SMILES: NC(=O)[C@@H](N)CC[O-]
Energy (hartree): -417.82582

The geometry in XYZ format:
```
17
C4H9N2O2 | OMol25 | ωB97M-V/def2-TZVPD
N -0.6305 1.3341 -0.3463
C 0.2700 0.2090 -0.0798
C -0.1942 -0.7740 0.9997
C -0.3223 0.0501 2.3457
O -1.1146 1.1173 2.2951
C 0.5030 -0.4647 -1.4171
N 1.8044 -0.5006 -1.8277
O -0.3593 -0.9839 -2.1013
H -0.8694 1.6717 0.5675
H -1.4748 0.9569 -0.7437
H 1.2116 0.6344 0.2543
H 0.5999 -1.4794 1.1831
H -1.1612 -1.1883 0.7095
H 0.7624 0.2240 2.6076
H -0.6002 -0.7360 3.1155
H 1.9825 -0.8204 -2.7664
H 2.5066 0.0896 -1.4107
```